DFT (the ωB97M-V functional and the def2-TZVPD basis) results for a molecular structure, C40H96AsBF10N5O3Tl in a non-equilibrium geometry.

Last column: Löwdin charge in e.
CARTESIAN COORDINATES (ANGSTROEM)
Tl (2.76607, -4.77331, -0.86827)  1.17
As (0.83315, -1.40957, 0.10763)  0.94
F (-0.13754, -0.25407, -0.84749)  -0.28
F (2.22422, -0.23220, 0.20411)  -0.26
F (1.74991, -2.71680, 0.89805)  -0.36
F (-0.61979, -2.50260, -0.01487)  -0.30
F (1.38802, -2.07260, -1.50963)  -0.34
F (0.23181, -0.95864, 1.69516)  -0.27
C (1.94405, -6.29660, 5.14168)  -0.04
C (0.85185, -5.67089, 6.01932)  -0.11
N (-0.47669, -5.39064, 5.23116)  -0.21
C (-0.86828, -6.69871, 4.39043)  0.06
C (-1.51366, -5.02958, 6.26329)  -0.15
C (-1.82837, -6.15565, 7.29080)  -0.03
C (-0.25552, -4.21027, 4.22472)  -0.03
C (-1.35609, -4.08082, 3.13465)  -0.11
O (-2.55460, -3.72233, 3.75097)  0.07
C (-3.61743, -3.65972, 2.87396)  0.03
H (2.24353, -5.76018, 4.24132)  0.08
H (1.65423, -7.30445, 4.84444)  0.09
H (2.88306, -6.37515, 5.68958)  0.11
H (1.25825, -4.69732, 6.29339)  0.13
H (0.60352, -6.19829, 6.94034)  0.13
H (-0.41355, -6.79427, 3.40443)  0.11
H (-1.92011, -6.62061, 4.11535)  0.10
H (-0.84127, -7.58251, 5.02781)  0.12
H (-2.46215, -4.83787, 5.76157)  0.12
H (-1.02486, -4.20620, 6.78407)  0.14
H (-1.20075, -6.24114, 8.17787)  0.10
H (-1.91391, -7.16501, 6.88835)  0.09
H (-2.86962, -6.04428, 7.59328)  0.10
H (0.67007, -4.37161, 3.67213)  0.14
H (-0.22727, -3.23293, 4.70649)  0.12
H (-1.47462, -5.01951, 2.59343)  0.16
H (-1.04435, -3.33430, 2.40415)  0.16
H (-3.79049, -2.64542, 2.51431)  0.14
H (-4.55184, -3.99681, 3.32268)  0.16
H (-3.43250, -4.19292, 1.94144)  0.13
C (3.29523, 0.72499, -3.01034)  -0.06
C (4.25005, 1.89946, -3.08722)  -0.17
N (5.63294, 1.60020, -2.54183)  -0.19
C (6.45439, 2.93563, -2.58495)  0.05
C (5.60818, 1.16461, -1.04385)  -0.16
C (6.89658, 1.00166, -0.25510)  -0.02
C (6.36545, 0.55298, -3.41411)  -0.05
C (6.41429, 0.77236, -4.90060)  -0.09
O (7.26463, 1.87212, -5.16634)  0.10
C (7.37166, 2.17357, -6.56297)  0.08
H (3.41012, 0.27667, -2.02347)  0.06
H (3.39548, 0.05084, -3.86097)  0.09
H (2.21867, 0.87473, -3.09212)  0.08
H (3.80095, 2.63411, -2.41887)  0.13
H (4.15101, 2.30240, -4.09516)  0.13
H (7.52072, 2.75718, -2.72351)  0.12
H (6.17394, 3.57261, -1.74608)  0.13
H (6.21201, 3.40782, -3.53700)  0.10
H (4.91347, 0.41135, -0.67226)  0.11
H (5.08979, 2.02440, -0.61944)  0.12
H (6.79935, 0.81735, 0.81479)  0.12
H (7.47719, 1.90002, -0.46471)  0.08
H (7.41918, 0.17400, -0.73465)  0.08
H (5.78446, -0.35410, -3.24753)  0.14
H (7.35841, 0.45528, -2.97528)  0.16
H (5.45769, 0.74681, -5.42249)  0.17
H (6.92830, -0.12976, -5.23237)  0.20
H (8.31645, 2.68209, -6.75502)  0.15
H (6.55485, 2.71906, -7.03557)  0.16
H (7.39507, 1.22727, -7.10339)  0.15
C (-1.77042, 6.33260, -4.68415)  -0.02
C (-1.61409, 5.69015, -3.25061)  -0.11
N (-2.73936, 4.63916, -2.88026)  -0.18
C (-2.70654, 3.49495, -3.95526)  0.02
C (-2.39050, 4.07314, -1.39349)  -0.14
C (-1.30082, 3.05407, -1.25101)  -0.06
C (-4.17967, 5.27154, -2.81528)  -0.05
C (-4.39525, 6.60097, -2.11456)  -0.05
O (-3.86519, 6.60105, -0.74820)  0.07
C (-4.16122, 7.82363, -0.02383)  0.10
H (-2.54040, 7.09174, -4.54649)  0.07
H (-2.05236, 5.71237, -5.53499)  0.09
H (-0.96460, 6.94010, -5.09610)  0.11
H (-1.45208, 6.42629, -2.46324)  0.13
H (-0.76190, 5.01992, -3.36316)  0.11
H (-1.71815, 3.05233, -4.07884)  0.10
H (-3.08013, 3.74979, -4.94702)  0.11
H (-3.47211, 2.77926, -3.65560)  0.10
H (-3.28708, 3.75854, -0.85939)  0.13
H (-2.10150, 4.95652, -0.82409)  0.11
H (-1.14575, 2.87901, -0.18639)  0.09
H (-0.36212, 3.33793, -1.72680)  0.09
H (-1.57586, 2.13368, -1.76612)  0.06
H (-4.84677, 4.53499, -2.36743)  0.14
H (-4.50651, 5.39646, -3.84760)  0.16
H (-5.46517, 6.78389, -2.01503)  0.18
H (-3.89460, 7.37366, -2.69800)  0.17
H (-4.35171, 7.43866, 0.97798)  0.15
H (-5.12789, 8.25071, -0.29078)  0.14
H (-3.32482, 8.51983, 0.03800)  0.17
C (2.38141, 1.68968, 3.88343)  -0.07
C (0.88437, 1.71029, 3.58798)  -0.22
C (0.02345, 0.81710, 4.59142)  -0.12
N (-1.47612, 0.83219, 4.39286)  -0.21
C (-1.87979, 0.88795, 2.87712)  0.02
C (-2.15969, 2.01810, 5.18501)  -0.03
C (-2.89340, 1.39743, 6.40095)  -0.11
C (-2.41679, -0.02209, 6.54474)  -0.14
C (-1.97779, -0.47076, 5.11360)  -0.09
H (2.69824, 0.65157, 3.78326)  0.08
H (2.55481, 2.02499, 4.90597)  0.09
H (2.88921, 2.38638, 3.21646)  0.09
H (0.72289, 1.23054, 2.62265)  0.07
H (0.44988, 2.70809, 3.64887)  0.11
H (0.17277, 1.04475, 5.64688)  0.15
H (0.35789, -0.20982, 4.44415)  0.11
H (-2.95497, 0.75913, 2.75264)  0.10
H (-1.51669, -0.06147, 2.48358)  0.06
H (-1.49762, 1.80101, 2.42066)  0.09
H (-2.92501, 2.43363, 4.52948)  0.12
H (-1.34100, 2.71707, 5.35611)  0.13
H (-3.93292, 1.27797, 6.09563)  0.13
H (-2.76388, 1.90238, 7.35822)  0.15
H (-3.15756, -0.74851, 6.87893)  0.13
H (-1.54510, -0.11889, 7.19196)  0.12
H (-2.88257, -0.84964, 4.63829)  0.11
H (-1.31292, -1.31635, 4.93744)  0.09
C (-3.71507, -2.04760, -0.25494)  -0.11
C (-3.74175, -2.07944, -1.76717)  -0.19
C (-2.66742, -1.19550, -2.43057)  -0.12
N (-2.76800, -1.27892, -3.97942)  -0.21
C (-4.16507, -0.95196, -4.56582)  0.04
C (-2.31939, -2.73500, -4.46499)  -0.06
C (-1.02737, -2.54500, -5.15001)  -0.16
C (-1.08713, -1.16637, -5.79085)  -0.12
C (-1.63458, -0.35745, -4.60895)  -0.08
H (-3.13477, -2.85818, 0.18587)  0.04
H (-4.70174, -2.22271, 0.17391)  0.09
H (-3.33897, -1.17406, 0.27758)  0.07
H (-4.68023, -1.61250, -2.06603)  0.11
H (-3.66508, -3.08376, -2.18377)  0.12
H (-1.67790, -1.55370, -2.14659)  0.10
H (-2.82829, -0.13723, -2.22494)  0.12
H (-4.17785, -0.69920, -5.62604)  0.12
H (-4.50229, -0.11210, -3.95835)  0.09
H (-4.82653, -1.78515, -4.32840)  0.11
H (-3.12042, -3.00191, -5.15434)  0.14
H (-2.37130, -3.36637, -3.57799)  0.12
H (-0.74543, -3.36369, -5.81210)  0.15
H (-0.18576, -2.48813, -4.45968)  0.12
H (-1.78352, -1.19260, -6.62897)  0.13
H (-0.08311, -0.81998, -6.03588)  0.13
H (-2.10170, 0.60949, -4.79588)  0.11
H (-0.86445, -0.36768, -3.83766)  0.11
B (5.18045, -2.63917, -1.48703)  -1.43
F (4.60441, -3.08948, -2.68854)  0.07
F (5.37532, -3.77780, -0.70061)  0.05
F (6.38014, -2.01183, -1.59499)  0.19
F (4.19173, -1.89727, -0.82747)  0.06

The value obtained for the molar mass is 1175.34 g mol⁻¹. As for the LUMO energy (alpha / beta): -19.8 / -19.5 eV. The charge is +7. The calculation puts the total energy at -149930.2747 eV. The multiplicity is 2. The value obtained for the HOMO energy (alpha / beta) is -23.39 / -23.39 eV. The value obtained for the HOMO-LUMO gap (alpha / beta) is 3.6 / 3.9 eV.